Entry 1:
166
Properties=species:S:1:pos:R:3:forces:R:3:mulliken_charge:R:1 method="wB97M-V/def2-TZVPD" e_above_lowest_kj_mol=2.1 spin_multiplicity=1 homo_energy_ev=-6.41
C -1.11703 -1.03668 3.41061 0.7 1.2 -0.1 0.085
F -1.96759 -1.62382 4.21311 -0.2 -0.5 0.0 -0.200
F -1.28909 0.27930 3.49864 -0.1 0.0 -0.1 0.093
F 0.15564 -1.27208 3.82741 0.0 -0.4 0.4 0.057
S -1.18946 -1.61037 1.66985 0.1 1.1 -0.2 0.930
O -0.92827 -3.01127 1.74110 0.7 -0.8 0.4 -0.630
O -2.43210 -1.18100 1.13682 -0.2 0.0 0.2 -0.323
N 0.08586 -0.67702 1.11584 -0.7 -1.1 0.7 -0.526
S -0.20759 -0.54271 -0.44453 -1.5 -0.1 -3.0 0.737
O -0.42769 -1.79622 -1.11258 1.1 -0.6 0.6 -0.662
O -1.20366 0.40928 -0.81669 0.3 1.3 0.7 -0.383
C 1.31254 0.18347 -1.22429 0.7 -1.1 0.3 -0.011
F 2.41248 -0.58460 -0.98297 0.0 0.3 0.8 -0.117
F 1.21441 0.18811 -2.52534 -0.7 0.5 -0.2 -0.128
F 1.52515 1.41906 -0.75252 0.3 0.0 0.0 -0.056
C -1.64271 3.21325 -3.31840 0.4 0.2 -1.2 0.471
F -0.44470 3.42745 -2.72736 -0.1 0.3 0.3 -0.259
F -2.30486 2.35987 -2.55999 0.0 0.1 -0.4 -0.060
F -2.30218 4.36519 -3.40259 -0.1 0.1 0.6 -0.287
S -1.32715 2.59704 -5.09147 0.9 -0.5 1.1 1.104
O -0.01639 1.99381 -5.00353 0.4 0.7 -0.1 -0.678
O -2.39266 1.65818 -5.28472 -0.4 0.8 -0.5 -0.664
N -1.26392 4.00311 -5.93149 -0.1 -1.4 1.3 -0.245
S -2.23685 3.86454 -7.16430 -1.1 0.6 -1.1 1.038
O -1.81112 2.77749 -8.00061 -0.2 0.2 -0.5 -0.638
O -3.63303 4.04385 -6.88315 0.1 -0.3 0.2 -0.654
C -1.91001 5.45874 -8.12999 0.9 -0.2 0.8 0.570
F -1.51879 6.51103 -7.38871 0.0 -0.3 0.3 -0.249
F -0.90638 5.21028 -8.99077 -0.3 0.2 -0.4 -0.238
F -3.01122 5.83552 -8.75290 0.1 -0.3 -0.5 -0.203
C -1.65989 3.17410 0.79314 -1.6 -0.7 -0.1 -0.385
C -0.33246 3.06988 1.49419 -1.0 1.5 0.0 2.254
C 0.60766 4.11789 0.97655 1.4 -0.6 -1.1 -0.702
O 1.82394 4.05020 1.70775 0.0 -0.2 0.7 -0.408
C 2.92548 4.64047 1.04427 -0.5 0.2 -0.3 -0.764
N -0.62416 3.42141 2.92635 0.0 -0.9 1.0 0.094
H 0.19891 3.43239 3.53231 0.1 0.1 -0.2 0.443
H -1.06956 4.33968 3.00173 -0.2 -0.2 -0.1 0.526
H -1.30393 2.75593 3.36518 -0.5 0.5 -0.2 -0.119
H -1.64450 2.99061 -0.27717 0.3 -0.1 0.0 -0.553
H -2.24754 4.08206 0.96803 0.6 0.4 0.1 0.590
H -2.35898 2.44140 1.21145 0.2 -0.3 -0.2 -0.479
H 0.06925 2.06216 1.42603 0.1 0.0 0.2 -1.073
H 0.19852 5.13382 0.93614 -0.2 0.0 0.4 0.605
H 0.85450 3.85914 -0.06229 -0.4 0.0 -0.1 0.019
H 2.58226 5.58206 0.60441 0.4 0.1 0.0 0.368
H 3.30868 3.99065 0.24800 -0.1 0.0 0.0 0.222
H 3.72378 4.81888 1.75954 -0.1 0.1 0.1 0.261
C 2.52984 2.81576 -7.52592 -0.7 -0.6 0.0 -1.137
C 3.49006 3.83887 -6.95607 -1.0 0.8 -0.6 0.315
C 3.22313 4.20651 -5.51470 0.9 -0.6 0.2 -0.844
O 3.41922 3.04314 -4.74948 0.1 0.1 -0.1 -0.426
C 2.79935 3.14513 -3.48200 -0.3 0.9 0.6 -0.471
N 4.95445 3.45250 -7.11135 0.2 0.5 0.0 -0.222
H 5.29376 3.07868 -6.21914 -0.1 -0.5 -0.2 0.343
H 5.10136 2.82987 -7.90685 -0.1 -0.4 0.4 0.336
H 5.52680 4.27266 -7.32283 -0.1 0.1 0.2 0.381
H 2.83301 1.76766 -7.48273 0.4 0.1 0.2 0.441
H 2.21127 3.01492 -8.54874 0.3 0.2 -0.1 0.384
H 1.60715 2.83704 -6.93846 0.0 0.0 0.1 0.068
H 3.39581 4.77287 -7.51331 0.0 -0.1 -0.1 0.294
H 2.21309 4.60294 -5.39477 0.0 0.1 -0.2 0.476
H 3.98395 4.95268 -5.22331 -0.4 0.3 0.2 0.372
H 1.71203 3.24647 -3.55789 0.1 -0.8 -0.2 0.019
H 3.06481 4.08128 -2.96249 0.6 -0.1 -0.1 0.412
H 3.13798 2.31222 -2.87787 -0.3 -0.2 0.0 0.231
C -7.91261 3.56846 -1.41568 -0.5 0.3 0.1 -1.555
C -6.91807 2.51327 -0.92159 -1.0 1.1 -1.9 0.623
C -5.52492 2.97212 -1.36601 1.1 0.7 2.2 -1.130
O -4.50265 2.32347 -0.61801 -0.1 -0.2 -0.3 0.257
C -4.43720 0.93932 -0.89325 0.7 -0.6 0.2 -0.142
N -7.06816 2.34700 0.55104 1.9 0.1 -0.9 0.138
H -6.36360 2.88825 1.09187 0.1 0.0 0.2 0.297
H -7.99875 2.49704 0.91707 -0.1 0.0 -0.2 0.407
H -6.83123 1.30044 0.65328 -0.6 -0.5 1.1 -0.188
H -8.23653 3.45598 -2.44971 0.5 -0.1 -0.2 0.338
H -7.47940 4.56007 -1.26622 -0.1 0.1 -0.2 0.375
H -8.86682 3.57190 -0.87933 0.2 -0.3 0.3 0.430
H -7.09361 1.59387 -1.47925 -0.5 -0.4 0.8 0.220
H -5.41297 4.00714 -1.01802 -0.1 0.1 -0.4 0.362
H -5.27274 2.93274 -2.42804 -0.7 -0.3 -0.2 0.410
H -5.38692 0.44628 -0.70809 -0.1 -0.1 -0.2 0.046
H -3.70655 0.49524 -0.21916 0.0 0.2 0.2 -0.291
H -4.05255 0.70351 -1.89069 -0.3 0.3 -0.2 0.271
C -1.25643 -4.21521 6.02273 -0.1 -0.8 0.2 -1.182
C -1.73961 -5.09665 4.87526 0.4 0.6 0.7 -0.059
C -0.68869 -5.44712 3.85250 1.3 0.1 -0.9 0.326
O 0.03364 -6.59929 4.25087 -0.1 -0.1 1.2 -0.483
C 1.30522 -6.64825 3.66564 0.8 0.3 -1.0 -0.452
N -2.26111 -6.40203 5.47648 -1.0 0.7 -1.7 -0.125
H -1.64284 -6.77792 6.19218 -0.1 0.0 0.0 0.353
H -3.22178 -6.22004 5.77012 0.2 -0.2 0.7 0.368
H -2.35104 -7.03840 4.67941 0.3 -0.5 0.4 0.353
H -0.81195 -3.31228 5.61711 -0.1 0.1 0.2 -0.112
H -0.53793 -4.74766 6.65298 0.3 0.1 -0.2 0.456
H -2.08971 -3.98969 6.69064 0.0 0.4 -0.2 0.460
H -2.57072 -4.57532 4.40074 -0.2 -0.4 -0.2 0.487
H 0.04345 -4.63862 3.76551 -0.4 0.4 0.2 -0.610
H -1.03529 -5.57692 2.82108 -0.6 -0.1 0.2 0.524
H 1.79025 -5.66577 3.58493 -0.4 0.2 0.1 0.072
H 1.19512 -7.01972 2.64367 0.2 -0.2 0.0 0.258
H 2.06039 -7.21813 4.20359 -0.7 -0.6 0.3 0.402
C 2.79297 -2.44450 2.27348 -0.1 -0.1 1.3 0.484
C 3.26703 -1.29325 3.13894 -0.3 1.3 0.7 0.040
C 4.73990 -0.92476 3.06192 -0.1 0.2 1.1 -1.205
O 4.95093 -0.09713 1.95191 0.1 -0.2 -0.3 -0.251
C 6.29208 0.32475 1.83799 1.0 0.4 0.1 -0.950
N 2.42257 -0.06932 2.80694 1.2 0.9 -1.0 0.825
H 1.52315 -0.42586 2.44683 -0.3 0.7 -0.3 -0.726
H 2.33919 0.67022 3.50942 -0.4 -0.8 0.7 0.467
H 2.93383 0.48219 2.09902 -0.4 -0.7 -0.6 0.380
H 2.75720 -2.22310 1.21306 0.1 0.1 0.0 -0.691
H 1.79823 -2.71598 2.63419 -0.1 -0.1 -0.4 -0.424
H 3.46737 -3.27050 2.49245 0.0 -0.1 -0.3 0.910
H 3.02243 -1.34745 4.20243 0.1 -1.2 0.0 0.371
H 5.35036 -1.83516 3.11440 -0.1 -0.1 -0.7 0.455
H 5.02692 -0.42441 4.00048 -0.1 0.4 -0.2 0.594
H 6.97697 -0.41909 2.25263 -0.1 -0.1 -0.1 0.375
H 6.50425 1.26785 2.35357 -0.4 -0.1 0.3 0.326
H 6.58446 0.50845 0.80457 -0.4 -0.3 -0.2 0.276
C 1.94245 -5.33329 0.42426 1.1 -0.5 0.0 -1.525
C 2.92943 -5.23156 -0.74347 -1.5 0.8 0.4 -0.406
C 3.67237 -3.91995 -0.73612 0.6 0.4 -1.3 0.070
O 4.73575 -3.80349 0.21169 -0.6 -0.4 -0.3 -0.513
C 5.61964 -2.77616 -0.22785 0.8 -0.3 0.1 -0.560
N 3.95711 -6.32209 -0.70703 -1.5 -1.1 0.4 -0.138
H 3.47589 -7.22772 -0.66401 -0.1 0.1 -0.2 0.393
H 4.49056 -6.35458 -1.58466 0.5 0.5 0.3 0.378
H 4.42568 -6.27520 0.20011 1.0 0.4 -0.6 0.366
H 1.18206 -4.55312 0.43211 0.2 0.2 -0.3 0.224
H 2.59647 -5.19844 1.29545 -0.6 -0.3 0.5 0.322
H 1.39965 -6.28030 0.40797 0.2 -0.1 0.3 0.628
H 2.38179 -5.33720 -1.68233 0.4 0.2 -0.3 0.393
H 2.99330 -3.07377 -0.62744 -0.3 -0.2 -0.2 -0.521
H 4.11166 -3.88806 -1.74230 -0.1 0.3 -0.1 1.026
H 5.38749 -1.78578 0.16832 -0.3 -0.1 0.2 0.050
H 5.64589 -2.70508 -1.31684 -0.1 -0.1 0.0 0.379
H 6.61026 -3.09283 0.10225 0.1 0.3 0.1 0.285
C -5.44265 -1.85990 0.91867 -0.8 1.5 -0.1 -0.203
C -6.77026 -1.21453 0.45837 -1.3 -0.2 0.1 0.500
O -7.11649 -0.08467 0.97917 0.5 -0.5 -0.1 -0.713
O -7.45028 -1.82130 -0.38322 0.7 0.2 0.5 -0.739
H -4.88240 -1.16388 1.53787 0.1 0.1 -0.2 -0.213
H -4.97127 -1.96207 -0.05743 0.6 -1.0 0.4 0.138
H -5.63977 -2.71096 1.56618 0.1 -0.6 -0.7 0.448
C 3.33451 -2.54585 -4.24518 -0.7 -0.5 0.1 -0.137
C 3.14683 -4.00735 -4.75456 0.3 0.4 -0.6 0.424
O 2.76258 -4.09013 -5.92024 -0.1 -0.3 -0.3 -0.736
O 3.42801 -4.96784 -3.97460 0.2 0.0 1.2 -0.681
H 4.37476 -2.22419 -4.32350 0.1 -0.1 0.3 0.289
H 2.91840 -2.49251 -3.23393 0.4 0.3 0.1 -0.298
H 2.73985 -1.88615 -4.87386 0.0 0.0 0.0 0.209
C -4.51206 1.16940 2.84519 1.0 -0.2 -0.5 0.487
C -4.20027 2.63897 3.06466 -1.4 1.3 0.7 0.480
O -4.95541 3.47303 2.49649 0.2 -0.4 -0.5 -0.801
O -3.35222 2.96659 3.95149 1.1 -0.6 -0.8 -0.864
H -3.57301 0.61550 2.77081 0.0 -0.1 0.5 -0.577
H -4.99427 0.92596 1.90215 -0.5 0.4 0.2 -0.400
H -5.10955 0.83576 3.69163 0.0 -0.2 -0.1 0.649
C 0.01619 -0.23507 7.00793 -0.2 -1.2 -1.5 -0.139
C 0.88440 0.08082 8.23463 -2.5 1.1 2.5 0.293
O 1.00850 1.30530 8.49915 1.0 -0.3 -1.1 -0.718
O 0.95254 -0.84920 9.08358 0.9 -0.4 -1.2 -0.730
H -1.03362 -0.34082 7.29695 0.1 0.3 0.5 0.285
H 0.21647 -1.23589 6.58463 0.3 0.1 0.1 -0.032
H -0.01301 0.45287 6.15476 0.4 0.4 0.3 0.021

---

Entry 2:
150
Properties=species:S:1:pos:R:3:forces:R:3:mulliken_charge:R:1 method="wB97M-V/def2-TZVPD" spin_multiplicity=1 homo_energy_ev=-8.25
C 1.36053 -2.33876 1.64163 0.2 -0.1 -0.1 -1.243
C 0.70651 -2.14028 0.27417 0.0 -0.2 -0.1 0.502
C -0.65829 -1.46324 0.32340 0.0 -0.2 0.1 -0.364
C -1.42900 -1.52227 -1.00086 0.1 0.1 -0.2 -1.526
N -1.48871 -0.30188 -1.83419 -0.1 0.0 0.5 0.264
C -0.27239 0.52353 -1.80686 -0.1 0.1 -0.3 0.384
C -0.10115 1.44877 -3.00143 0.0 0.1 0.2 -1.053
C 1.32195 1.99526 -3.08962 0.0 -0.1 -0.5 -0.781
C 2.36662 0.93110 -3.51487 -0.4 0.7 0.3 -0.315
P 3.90128 0.82038 -2.52882 0.8 -0.5 -0.4 -0.360
C 3.30200 0.31466 -0.87194 -0.2 0.3 0.1 0.647
C 4.23735 0.84404 0.21416 0.1 -0.1 0.2 -1.152
C 3.67920 2.10825 0.86570 -0.1 -0.1 -0.1 0.430
C 4.71546 2.98135 1.50307 -0.1 3.3 0.1 -0.163
O 4.67583 4.22424 1.46193 0.1 -3.0 -0.1 -0.674
O 5.73150 2.33402 2.12263 -0.1 -0.1 -0.8 -0.168
C 7.03649 2.81814 1.71569 0.5 -0.2 0.4 -0.407
C 7.87435 1.65944 1.17974 -0.2 0.1 0.0 -1.003
C -2.68999 0.42191 -1.73841 0.0 0.1 -0.1 -0.103
S -3.45302 1.05517 -3.03269 0.0 -0.1 -0.1 -0.271
S -3.28261 0.65432 -0.09685 0.0 -0.3 0.0 -0.002
C -5.08108 0.66202 -0.33109 0.1 0.0 0.0 -0.597
C -5.77560 0.49698 1.01341 0.3 0.2 -0.3 -0.032
C -5.62414 1.72837 1.89935 -0.2 -0.1 -0.2 -1.134
H 1.81331 -3.32672 1.70810 0.1 0.0 0.0 0.374
H 0.64050 -2.26250 2.45234 -0.1 0.1 0.1 0.352
H 2.16735 -1.63083 1.82891 -0.1 0.1 0.1 0.122
H 1.38503 -1.60889 -0.38981 0.0 0.1 -0.1 -0.386
H 0.55551 -3.11845 -0.19094 0.0 -0.1 0.0 0.218
H -1.24396 -2.00875 1.06496 -0.1 0.1 0.1 0.508
H -0.58864 -0.44057 0.68835 0.0 0.1 0.1 0.459
H -1.00371 -2.31027 -1.62902 0.1 0.0 -0.1 0.458
H -2.45571 -1.81909 -0.80573 -0.1 0.0 -0.1 0.485
H -0.24630 1.13627 -0.89803 0.0 0.0 0.1 0.249
H 0.57659 -0.15286 -1.73778 0.0 -0.2 -0.1 -0.394
H -0.80219 2.27949 -2.91206 0.0 0.0 0.0 0.483
H -0.36250 0.92260 -3.91798 0.0 -0.1 -0.1 0.362
H 1.61693 2.48228 -2.15983 0.0 0.0 0.2 0.301
H 1.30732 2.77679 -3.84916 0.1 0.2 0.0 0.395
H 1.89208 -0.04603 -3.49639 0.1 -0.3 -0.1 -0.030
H 2.69637 1.11075 -4.53632 -0.1 -0.1 -0.2 0.529
H 4.14716 2.19418 -2.29953 -0.3 0.2 0.2 0.005
H 2.28814 0.67594 -0.68684 -0.1 0.0 0.1 -0.021
H 3.27113 -0.77106 -0.86640 0.1 -0.1 0.0 0.227
H 4.41242 0.07576 0.96591 0.0 0.0 0.1 0.198
H 5.21757 1.07562 -0.20902 0.1 -0.1 -0.1 0.349
H 3.18171 2.72807 0.12236 0.0 0.1 0.0 0.029
H 2.92703 1.84909 1.60918 -0.1 0.0 0.0 0.262
H 7.50977 3.26068 2.58726 0.0 0.1 0.1 0.400
H 6.91475 3.58786 0.96300 -0.1 0.2 0.0 0.342
H 7.25710 0.76853 1.10388 0.0 -0.1 0.0 0.296
H 8.24339 1.88069 0.18188 0.1 0.0 -0.1 0.310
H 8.72535 1.44690 1.81939 0.0 -0.1 0.1 0.291
H -5.29735 -0.17715 -0.98952 0.0 0.0 -0.1 0.462
H -5.37720 1.57704 -0.83411 -0.1 0.1 0.0 0.220
H -6.81663 0.32192 0.77753 -0.4 -0.1 0.1 -0.083
H -5.38298 -0.39706 1.49605 -0.1 -0.1 0.2 0.329
H -5.77822 2.62469 1.29864 0.0 0.1 0.0 0.275
H -6.37237 1.73988 2.68738 0.1 -0.1 0.2 0.357
H -4.63077 1.77576 2.33786 0.1 0.1 0.1 0.374
C -11.83947 -2.31977 0.60073 0.1 0.1 0.1 -0.979
C -11.86209 -1.20932 -0.42855 -0.1 -0.3 -0.2 -0.340
O -11.60911 0.09586 0.14453 0.0 0.1 0.1 -0.311
S -10.10748 0.44963 0.51721 -0.1 0.1 0.0 1.260
C -10.30959 2.17685 0.74133 -0.1 0.1 0.0 -0.944
O -9.28148 0.19907 -0.62658 0.1 -0.1 0.0 -0.650
O -9.77472 -0.15957 1.76888 0.1 0.0 0.0 -0.628
H -10.84106 -2.46632 1.00832 0.0 0.0 0.0 0.294
H -12.16288 -3.25129 0.13601 0.0 0.0 0.0 0.389
H -12.50785 -2.08683 1.42887 0.0 0.0 0.0 0.262
H -11.14637 -1.38704 -1.23195 0.1 0.1 0.0 0.325
H -12.84850 -1.11584 -0.87676 0.0 0.1 0.0 0.281
H -10.57905 2.62605 -0.20972 0.0 0.0 0.0 0.281
H -9.35118 2.56430 1.07887 0.0 0.0 0.0 0.337
H -11.07454 2.34801 1.49365 0.0 0.0 0.0 0.423
C 1.34141 -3.01984 -9.69878 0.0 -0.1 0.1 -1.005
C 0.63080 -1.99326 -8.84233 0.2 0.2 -0.2 -0.304
O -0.26627 -2.59059 -7.87454 -0.1 -0.2 0.0 -0.292
S 0.37970 -3.24486 -6.58439 -0.1 0.3 -0.2 1.220
C -1.09267 -3.41319 -5.64539 -0.1 0.0 0.1 -1.013
O 1.24591 -2.27224 -5.98106 0.1 -0.1 0.1 -0.551
O 0.89757 -4.54041 -6.90126 0.0 0.0 0.1 -0.640
H 2.04040 -3.61428 -9.11329 0.0 0.0 0.0 0.288
H 1.89675 -2.51160 -10.48716 0.0 0.0 0.0 0.393
H 0.62299 -3.70038 -10.15425 0.0 0.0 0.0 0.273
H 1.33477 -1.34543 -8.31841 0.0 -0.1 0.1 0.278
H -0.01534 -1.36165 -9.44723 -0.1 0.0 0.0 0.297
H -1.49874 -2.43128 -5.42119 0.0 0.1 0.0 0.331
H -0.82052 -3.92925 -4.72694 0.0 0.0 0.0 0.349
H -1.79923 -4.00749 -6.21822 0.0 0.0 0.0 0.383
C -6.84331 4.42582 -3.35550 -0.2 0.0 0.1 -0.800
C -7.18466 5.90093 -3.37924 0.4 0.0 -0.1 -0.433
O -8.58186 6.16446 -3.08199 -0.1 0.0 0.0 -0.284
S -9.03196 6.06223 -1.56841 0.1 0.0 -0.2 1.169
C -10.59798 6.84108 -1.73771 0.0 0.0 0.0 -1.003
O -8.16143 6.86803 -0.76903 0.0 0.0 0.1 -0.663
O -9.21816 4.68504 -1.22405 -0.1 -0.1 0.2 -0.483
H -6.91656 4.01298 -2.35113 0.0 0.0 0.0 0.183
H -5.82242 4.28364 -3.70960 0.0 0.0 0.0 0.380
H -7.52167 3.86499 -3.99756 0.0 0.0 0.0 0.271
H -6.56494 6.47175 -2.68735 -0.1 0.0 0.1 0.345
H -7.04419 6.31771 -4.37351 -0.1 0.0 0.0 0.277
H -10.44409 7.87640 -2.02614 0.0 0.0 0.0 0.353
H -11.08315 6.78105 -0.76642 0.0 0.0 0.0 0.369
H -11.17500 6.30381 -2.48486 0.0 0.0 0.0 0.318
C 3.39081 1.63564 4.30274 -0.3 -0.2 0.1 -0.785
C 4.30233 0.63888 4.98112 0.2 0.2 -0.2 -0.441
O 3.59574 -0.26041 5.87356 0.0 0.0 0.1 -0.196
S 2.75076 -1.42958 5.21176 0.0 0.1 0.1 1.442
C 2.50202 -2.38326 6.66702 0.0 0.0 0.0 -1.105
O 3.58928 -2.13684 4.29349 0.0 0.0 -0.1 -0.687
O 1.49539 -0.91187 4.76358 -0.1 0.0 0.0 -0.604
H 2.71628 1.13695 3.60870 0.0 0.0 0.0 0.090
H 3.99795 2.34327 3.74775 0.0 0.1 0.2 0.299
H 2.77747 2.16408 5.03192 0.1 0.1 0.0 0.345
H 4.86432 0.05252 4.25356 -0.1 -0.1 0.0 0.355
H 5.02174 1.14617 5.62119 0.0 0.0 0.1 0.309
H 3.46335 -2.74939 7.01600 0.0 0.0 0.0 0.295
H 1.85514 -3.21186 6.38916 0.0 0.0 0.0 0.399
H 2.01875 -1.75943 7.41373 0.0 0.0 0.0 0.321
C 4.99228 -0.02896 9.76375 0.2 0.0 0.1 -1.171
C 5.70925 -0.61314 8.56382 -0.4 0.0 0.0 0.205
O 7.13617 -0.37097 8.58869 0.0 0.1 0.0 -0.281
S 8.00593 -1.25991 9.57475 0.0 0.1 -0.1 1.265
C 9.58095 -0.86874 8.90135 0.0 0.0 0.0 -0.935
O 7.69522 -2.63717 9.34019 0.0 -0.1 0.1 -0.650
O 7.91215 -0.73582 10.90159 0.0 0.0 0.1 -0.625
H 5.27025 -0.53810 10.68478 0.0 0.0 0.0 0.380
H 3.91512 -0.12794 9.62567 0.0 0.0 0.0 0.372
H 5.23853 1.02601 9.87877 0.0 0.0 0.0 0.313
H 5.53186 -1.68555 8.47127 0.1 0.0 0.0 0.374
H 5.36254 -0.13892 7.65088 0.1 0.0 -0.1 -0.231
H 9.63133 -1.24651 7.88463 0.0 0.0 0.0 0.315
H 10.31880 -1.35939 9.53143 0.0 0.0 0.0 0.374
H 9.71315 0.20889 8.93089 0.0 0.0 0.0 0.315
C 7.26763 -5.07661 -3.87025 -0.1 0.0 0.1 -0.993
C 6.53301 -3.86989 -4.41580 0.3 0.1 -0.1 -0.374
O 5.09490 -4.00234 -4.33407 -0.1 -0.1 -0.1 -0.231
S 4.42547 -3.79025 -2.91392 0.3 -0.2 0.0 1.127
C 2.76041 -3.66530 -3.45898 0.0 0.2 0.2 -0.815
O 4.92073 -2.56175 -2.36312 -0.3 0.0 0.0 -0.573
O 4.56479 -4.98639 -2.13991 -0.1 0.0 0.1 -0.661
H 7.13233 -5.17355 -2.79465 0.0 0.0 0.0 0.297
H 8.33338 -4.97620 -4.07687 0.0 0.0 0.0 0.396
H 6.90088 -5.99013 -4.33710 0.0 0.0 0.0 0.258
H 6.83216 -2.95032 -3.91140 -0.1 0.0 0.0 0.328
H 6.72781 -3.74448 -5.47837 -0.1 0.0 0.0 0.272
H 2.64127 -2.77956 -4.07368 0.0 0.0 -0.1 0.166
H 2.15674 -3.59273 -2.55435 0.0 0.0 0.0 0.340
H 2.50173 -4.56322 -4.01482 0.1 0.0 0.0 0.412